C4H9NO | ωB97M-V/def2-TZVPD

Structure (ORCA input):
```
! RIJCOSX wB97M-V def2-TZVPD def2/J DEFGRID3
* xyz 0 1
C 0.7553 -0.2500 0.1093
C 2.1417 -0.5259 -0.5050
C 0.5074 1.1720 0.4735
C -2.9297 -0.2575 -0.1456
N -0.3684 -1.0651 -0.2553
O 0.2532 -1.1912 1.0660
H 2.1670 -0.0053 -1.4378
H 2.2719 -1.5402 -0.7641
H 3.0748 -0.0955 -0.0777
H 1.3959 1.7845 0.5719
H 0.0373 1.1824 1.5459
H -0.2270 1.5978 -0.2972
H -2.5898 0.7228 -0.2298
H -2.9764 -1.0553 -0.8051
H -3.5133 -0.4736 0.7509
*
```

The value obtained for the HOMO energy (alpha / beta) is -9.60 / -8.41 eV. The max |F| is 0.0538 Eh/bohr. Its energy relative to the best compared isomer or geometry (same formula, charge and spin) is 657.5 kJ/mol.